P | Below is a cluster of 2 separate species, C4H13N2O2 in total, with properties calculated with ωB97M-V/def2-TZVPD.

## Properties
E_HOMO   -13.034 eV
Orbital gap   9.89 eV
Spin multiplicity   1
LUMO   -3.1 eV
Charge   +1

Positions of all 21 atoms, in Å:
N (0.33, -0.58, -2.25)
C (-0.32, 0.74, -1.99)
C (-0.49, 0.88, -0.49)
N (-1.37, -0.15, 0.01)
C (-0.80, -1.20, 0.89)
C (0.61, -1.09, 1.34)
O (1.47, -1.07, 0.46)
H (-0.37, -1.32, -2.09)
H (0.97, -0.83, -1.47)
H (0.68, -0.57, -3.20)
H (0.36, 1.56, -2.31)
H (-1.21, 0.90, -2.62)
H (-0.98, 1.86, -0.33)
H (0.51, 0.93, -0.08)
H (-2.16, 0.22, 0.51)
H (-1.55, -1.57, 1.61)
H (-0.81, -2.08, 0.21)
H (0.93, -1.16, 2.38)
H (1.21, 2.53, 2.18)
H (-0.29, 2.36, 2.26)
O (0.52, 1.90, 1.95)


Q | Below is a structure of composition C4H13N2O2, with properties calculated with ωB97M-V/def2-TZVPD.

## Properties
E_HOMO   -12.714 eV
Orbital gap   9.72 eV
Spin multiplicity   1
LUMO   -3.0 eV
Charge   +1

Positions of all 21 atoms, in Å:
C (-1.22, -0.84, 1.12)
C (-1.15, 1.41, 0.10)
C (-0.74, 0.00, 0.00)
C (1.32, 0.11, 0.09)
N (-0.75, -0.67, -1.35)
N (1.49, -1.03, -0.69)
O (1.60, 0.14, 1.46)
O (1.53, 1.27, -0.60)
H (-0.47, -0.78, 1.88)
H (-1.45, -1.80, 0.79)
H (-2.07, -0.26, 1.50)
H (-0.73, 2.01, -0.63)
H (-2.25, 1.49, 0.04)
H (-0.90, 1.64, 1.13)
H (0.38, -1.04, -1.43)
H (-1.08, -0.03, -2.10)
H (2.30, -0.96, -1.33)
H (1.53, -1.90, -0.22)
H (-1.37, -1.46, -1.42)
H (1.78, 0.97, 1.85)
H (2.23, 1.73, -0.19)


Bottom line: P, by a margin of 0.762 eV.


P | Below is a structure of composition C4H3F2NO, with properties calculated with ωB97M-V/def2-TZVPD.

## Properties
E_HOMO   -9.540 eV
Orbital gap   10.20 eV
Spin multiplicity   1
LUMO   0.7 eV
Charge   0

Positions of all 11 atoms, in Å:
C (-1.76, 0.73, 0.00)
C (-0.38, 0.12, 0.13)
C (-0.08, -1.18, 0.10)
C (0.99, 0.52, -0.03)
H (-1.80, 1.52, -0.86)
H (-2.16, 1.29, 0.89)
H (-0.85, -2.01, 0.35)
N (1.20, -1.60, 0.04)
O (1.92, -0.50, -0.18)
F (-2.75, -0.26, -0.11)
F (1.46, 1.73, 0.06)


Q | Below is an isolated molecule of C4H3F2NO, with properties calculated with ωB97M-V/def2-TZVPD.

## Properties
SMILES   N#C[C@]1(C(F)F)CO1
E_HOMO   -11.511 eV
Orbital gap   12.28 eV
Spin multiplicity   1
LUMO   0.8 eV
Charge   0

Positions of all 11 atoms, in Å:
N (-2.73, -0.52, -0.01)
C (-1.71, 0.04, -0.16)
C (-0.23, 0.38, -0.11)
C (0.75, -0.82, -0.37)
F (0.41, -1.79, 0.45)
F (1.94, -0.23, -0.14)
C (0.29, 1.49, 0.80)
O (0.19, 1.63, -0.62)
H (0.83, -1.18, -1.38)
H (-0.37, 2.02, 1.46)
H (1.34, 1.50, 1.23)


Bottom line: Q, by a margin of 1.015 eV.


P | Below is a structure of composition C3H6O, with properties calculated with ωB97M-V/def2-TZVPD.

## Properties
E_HOMO   -9.689 eV
Orbital gap   10.88 eV
Spin multiplicity   1
LUMO   1.2 eV
Charge   0

Positions of all 10 atoms, in Å:
C (0.82, 1.20, 0.20)
C (0.48, -0.03, -0.49)
C (-1.16, -0.91, 0.07)
O (1.44, -0.09, 0.43)
H (1.36, 2.00, -0.28)
H (0.43, 1.46, 1.16)
H (0.69, -0.08, -1.63)
H (-1.38, -0.69, 1.20)
H (-0.81, -2.04, 0.00)
H (-1.86, -0.83, -0.67)


Q | Below is a cluster of 2 separate species, C3H6O in total, with properties calculated with ωB97M-V/def2-TZVPD.

## Properties
SMILES   C=CC=O.[H][H]
E_HOMO   -9.429 eV
Orbital gap   9.03 eV
Spin multiplicity   1
LUMO   -0.4 eV
Charge   0

Positions of all 10 atoms, in Å:
C (-0.21, -0.61, 1.84)
C (-0.20, 0.44, 0.95)
C (0.67, -0.20, -0.09)
O (0.60, -1.26, -0.65)
H (-0.74, -1.55, 1.68)
H (0.46, -0.73, 2.69)
H (0.11, 1.33, 1.48)
H (1.46, 0.50, -0.40)
H (-1.24, 0.97, -3.43)
H (-0.90, 1.10, -4.07)


R | Below is an isolated molecule of C3H6O, with properties calculated with ωB97M-V/def2-TZVPD.

## Properties
SMILES   C=C(C)O
E_HOMO   -9.202 eV
Orbital gap   10.11 eV
Spin multiplicity   1
LUMO   0.9 eV
Charge   0

Positions of all 10 atoms, in Å:
C (-1.34, 0.56, 0.22)
C (-0.06, 0.31, 0.09)
C (0.57, -0.90, -0.52)
O (0.84, 1.29, 0.49)
H (-2.18, -0.05, -0.12)
H (-1.64, 1.49, 0.68)
H (1.12, -0.63, -1.43)
H (1.37, -1.29, 0.11)
H (-0.17, -1.69, -0.62)
H (1.48, 0.89, 1.10)


S | Below is an isolated molecule of C3H6O, with properties calculated with ωB97M-V/def2-TZVPD.

## Properties
SMILES   CCC=O
E_HOMO   -9.802 eV
Orbital gap   10.76 eV
Spin multiplicity   1
LUMO   1.0 eV
Charge   0

Positions of all 10 atoms, in Å:
C (0.98, -0.75, 0.10)
C (0.08, 0.42, -0.29)
C (-1.30, 0.51, 0.27)
O (-1.95, -0.39, 0.73)
H (1.41, -0.59, 1.10)
H (1.84, -0.87, -0.57)
H (0.45, -1.71, 0.15)
H (0.61, 1.38, -0.23)
H (-0.32, 0.45, -1.32)
H (-1.74, 1.50, 0.00)


Bottom line: S, by a margin of 0.209 eV.


P | Below is a structure of composition C3H6O, with properties calculated with ωB97M-V/def2-TZVPD.

## Properties
E_HOMO   -8.195 eV
Orbital gap   9.13 eV
Spin multiplicity   1
LUMO   0.9 eV
Charge   0

Positions of all 10 atoms, in Å:
C (0.12, 0.84, -0.04)
C (1.03, -0.41, -0.04)
O (-0.02, -1.18, -0.66)
C (-0.94, -0.18, -0.43)
H (0.38, 1.56, -0.83)
H (-0.04, 1.35, 0.90)
H (1.94, -0.40, -0.64)
H (1.24, -0.80, 0.96)
H (-1.99, -0.34, -0.20)
H (-1.73, -0.44, 0.98)


Q | Below is an isolated molecule of C3H6O, with properties calculated with ωB97M-V/def2-TZVPD.

## Properties
SMILES   CC(C)=O
E_HOMO   -9.654 eV
Orbital gap   10.61 eV
Spin multiplicity   1
LUMO   1.0 eV
Charge   0

Positions of all 10 atoms, in Å:
C (-1.38, 0.01, 0.16)
C (0.09, 0.19, 0.54)
C (1.27, -0.24, -0.34)
O (0.31, 0.93, 1.47)
H (-1.75, 1.04, 0.03)
H (-1.54, -0.55, -0.76)
H (-1.96, -0.41, 0.98)
H (1.21, -1.15, -0.95)
H (1.38, 0.61, -1.02)
H (2.19, -0.27, 0.26)


R | Below is an isolated molecule of C3H6O, with properties calculated with ωB97M-V/def2-TZVPD.

## Properties
SMILES   C=COC
E_HOMO   -8.670 eV
Orbital gap   9.74 eV
Spin multiplicity   1
LUMO   1.1 eV
Charge   0

Positions of all 10 atoms, in Å:
C (0.96, 1.56, -0.44)
C (0.21, 0.42, -0.53)
O (-0.35, -0.13, 0.56)
C (-0.70, -1.52, 0.43)
H (1.32, 1.85, -1.46)
H (0.94, 2.27, 0.31)
H (0.12, -0.09, -1.49)
H (-1.78, -1.64, 0.78)
H (-0.60, -2.03, -0.49)
H (-0.02, -2.09, 1.08)


Bottom line: Q, by a margin of 1.488 eV.


P | Below is an isolated molecule of C3H6O, with properties calculated with ωB97M-V/def2-TZVPD.

## Properties
SMILES   C1COC1
E_HOMO   -9.622 eV
Orbital gap   10.76 eV
Spin multiplicity   1
LUMO   1.1 eV
Charge   0

Positions of all 10 atoms, in Å:
C (-0.41, -0.50, -0.24)
C (0.70, -0.43, 0.59)
O (0.76, 1.00, 0.41)
C (-0.26, 1.05, -0.55)
H (-0.40, -1.42, -0.90)
H (-1.40, -0.70, 0.47)
H (0.56, -0.73, 1.68)
H (1.55, -0.82, 0.24)
H (-0.03, 1.05, -1.58)
H (-1.08, 1.49, -0.11)


Q | Below is an isolated molecule of C3H6O, with properties calculated with ωB97M-V/def2-TZVPD.

## Properties
E_HOMO   -8.223 eV
Orbital gap   8.74 eV
Spin multiplicity   1
LUMO   0.5 eV
Charge   0

Positions of all 10 atoms, in Å:
C (-1.29, 0.16, 0.17)
C (-0.47, -1.12, 0.10)
C (1.37, 0.01, -0.22)
O (0.74, -0.93, 0.65)
H (-2.14, -0.25, 0.74)
H (-1.72, 0.49, -0.78)
H (-0.86, 1.01, 0.72)
H (0.89, -0.13, -1.20)
H (2.41, -0.29, -0.34)
H (1.27, 1.05, 0.11)


R | Below is a structure of composition C3H6O, with properties calculated with ωB97M-V/def2-TZVPD.

## Properties
E_HOMO   -9.225 eV
Orbital gap   9.10 eV
Spin multiplicity   1
LUMO   -0.1 eV
Charge   0

Positions of all 10 atoms, in Å:
C (-1.10, 0.05, 0.67)
C (-0.21, 0.49, -0.36)
O (-0.35, 1.51, -1.04)
C (1.10, -0.27, -0.26)
H (-1.63, 0.82, 1.26)
H (-1.07, -0.47, -0.76)
H (-1.01, -0.92, 1.16)
H (1.57, -0.24, -1.24)
H (1.66, 0.34, 0.45)
H (1.04, -1.30, 0.12)


Bottom line: P, by a margin of 0.432 eV.


P | Below is a cluster of 2 separate species, C3H6O in total, with properties calculated with ωB97M-V/def2-TZVPD.

## Properties
SMILES   C=C.C=O
E_HOMO   -10.248 eV
Orbital gap   11.04 eV
Spin multiplicity   1
LUMO   0.8 eV
Charge   0

Positions of all 10 atoms, in Å:
C (-0.47, 1.60, -1.06)
C (-0.78, 0.38, -1.48)
H (0.35, 1.66, -0.36)
H (-1.00, 2.47, -1.42)
H (-0.14, -0.45, -1.19)
H (-1.50, 0.15, -2.25)
C (0.88, -1.46, 1.93)
O (1.92, -2.03, 2.06)
H (0.35, -1.02, 2.80)
H (0.39, -1.31, 0.95)


Q | Below is a cluster of 2 separate species, C3H6O in total, with properties calculated with ωB97M-V/def2-TZVPD.

## Properties
SMILES   C=C.C=O
E_HOMO   -9.785 eV
Orbital gap   10.74 eV
Spin multiplicity   1
LUMO   1.0 eV
Charge   0

Positions of all 10 atoms, in Å:
C (-1.67, 0.82, -0.68)
C (-1.67, 1.75, 0.29)
H (-2.58, 0.27, -0.85)
H (-0.96, 0.97, -1.48)
H (-2.36, 1.67, 1.12)
H (-1.34, 2.76, 0.10)
C (1.26, -1.45, -0.08)
O (2.22, -1.12, 0.56)
H (1.22, -2.22, -0.87)
H (0.31, -0.99, 0.27)


Bottom line: P, by a margin of 0.644 eV.


P | Below is the ion C4H8NO with charge +1, with properties calculated with ωB97M-V/def2-TZVPD.

## Properties
E_HOMO (spin up / spin down)   -10.973 / -16.153 eV
Orbital gap (spin up / spin down)   5.69 / 9.78 eV
Spin multiplicity   3
LUMO (spin up / spin down)   -5.3 / -6.4 eV
Charge   +1

Positions of all 14 atoms, in Å:
C (-1.90, 0.55, 0.10)
C (-0.52, -1.43, -0.16)
C (0.33, 0.76, -0.50)
C (1.48, 0.16, 0.40)
N (-0.75, -0.03, -0.24)
O (2.66, -0.01, -0.09)
H (-2.08, 1.60, 0.18)
H (-2.72, 0.13, 0.46)
H (0.18, -1.92, -0.87)
H (-1.45, -1.98, 0.18)
H (0.21, 1.86, -0.45)
H (0.77, 0.56, -1.52)
H (1.42, -0.12, 1.38)
H (3.31, -0.55, 0.45)


Q | Below is the ion C4H8NO with charge +1, with properties calculated with ωB97M-V/def2-TZVPD.

## Properties
E_HOMO (spin up / spin down)   -13.094 / -14.556 eV
Orbital gap (spin up / spin down)   7.49 / 7.61 eV
Spin multiplicity   3
LUMO (spin up / spin down)   -5.6 / -6.9 eV
Charge   +1

Positions of all 14 atoms, in Å:
C (2.82, 0.36, 0.37)
C (-0.39, -1.04, -0.54)
C (0.69, -0.11, -0.17)
C (-2.16, 0.43, 0.28)
N (-1.22, -0.51, 0.52)
O (1.89, -0.51, 0.16)
H (3.73, 0.18, 0.89)
H (2.49, 1.29, 0.04)
H (-0.77, -0.87, -1.61)
H (-0.11, -1.99, -0.27)
H (0.54, 0.95, -0.24)
H (-1.96, 1.06, -0.66)
H (-3.15, -0.21, -0.01)
H (-2.39, 0.98, 1.23)


Bottom line: P, by a margin of 0.955 eV.